Record 1
C4H14N3 | wB97M-V/def2-TZVPD

Element x y z (Å)
C: 1.770 2.402 0.912
N: -1.602 0.932 1.055
C: -0.301 1.141 1.214
N: 0.310 2.228 0.829
H: 2.194 2.349 -0.089
H: 2.169 1.622 1.510
H: 1.980 3.353 1.361
H: -2.114 1.508 0.382
H: -1.955 0.005 1.227
H: 0.286 0.370 1.667
H: -0.252 2.952 0.321
C: -0.337 -2.598 -0.136
C: 0.247 -1.646 -1.174
N: -0.832 -0.919 -1.888
H: -0.947 -3.364 -0.641
H: 0.459 -3.074 0.396
H: -1.003 -2.052 0.616
H: 0.901 -0.923 -0.659
H: 0.888 -2.228 -1.895
H: -0.435 -0.446 -2.700
H: -1.427 -1.610 -2.305

Calculated values
2S+1	2
HOMO energy (alpha / beta)	-18.73 / -18.71	eV
lowest unoccupied orbital energy (alpha / beta)	-7.092 / -13.056	eV
ΔE to the lowest compared entry with this formula, charge and spin	33.9	kcal per mole
total charge	+2
maximum force	4.8	eV Å⁻¹

***

Record 2
C4H6N2O | wB97M-V/def2-TZVPD

Element x y z (Å)
C: -0.420 -1.981 -0.090
C: 0.092 -0.778 0.041
O: 1.838 -0.820 0.037
C: 2.028 0.466 0.002
N: 1.005 1.256 0.070
N: -0.131 0.540 0.176
C: -1.417 1.236 0.112
H: 0.355 -2.663 -0.446
H: -1.380 -2.351 -0.070
H: 2.898 0.993 -0.166
H: -1.100 2.046 -0.620
H: -2.130 0.409 -0.194
H: -1.637 1.647 1.148

Calculated values
HOMO energy	-7.66	eV
SMILES	C=C1OC=NN1C
lowest unoccupied orbital energy	0.961	eV
ΔE to the lowest compared entry with this formula, charge and spin	97.1	kcal per mole
maximum force	3.6	eV Å⁻¹

***

Record 3
CaI3O4P | wB97M-V/def2-TZVPD

Element x y z (Å)
Ca: -7.500 -6.013 -8.515
P: -2.703 -6.607 -8.572
O: -1.479 -7.254 -8.933
O: -3.519 -7.129 -7.449
O: -3.557 -6.424 -9.735
O: -2.211 -5.272 -8.209
I: -9.351 -9.559 -6.118
I: -6.117 -2.580 -5.596
I: -9.690 -4.499 -12.180

Calculated values
HOMO energy	4.99	eV
lowest unoccupied orbital energy	7.696	eV
ΔE to the lowest compared entry with this formula, charge and spin	9.8	kcal per mole
total charge	-4
maximum force	7.4	eV Å⁻¹

***

Record 4
C33H38FN7O3PPd | wB97M-V/def2-TZVPD

Element x y z (Å)
Pd: 0.353 -0.051 -0.624
C: -3.978 6.663 0.993
C: -3.898 5.956 -0.351
N: -3.404 4.583 -0.239
C: -2.120 4.303 -0.610
C: -1.513 3.099 -0.509
C: -0.114 2.967 -1.090
O: 0.573 3.983 -1.136
O: 0.180 1.835 -1.608
C: -2.232 2.020 0.132
O: -1.745 0.948 0.483
C: -3.670 2.294 0.394
C: -4.469 1.241 0.820
C: -5.792 1.448 1.067
F: -6.572 0.396 1.417
C: -6.373 2.720 0.944
C: -5.577 3.767 0.521
C: -4.221 3.565 0.216
N: -7.738 2.945 1.248
C: -8.482 2.090 2.161
C: -9.726 2.871 2.622
N: -9.425 4.339 2.484
C: -9.346 4.733 1.025
C: -8.605 3.607 0.295
H: -4.373 7.671 0.868
H: -2.987 6.739 1.441
H: -4.617 6.127 1.696
H: -3.213 6.480 -1.013
H: -4.864 5.945 -0.861
H: -1.550 5.135 -1.004
H: -4.027 0.257 0.932
H: -6.012 4.755 0.451
H: -7.855 1.843 3.015
H: -8.818 1.153 1.711
H: -9.986 2.668 3.657
H: -10.597 2.683 1.997
H: -8.502 4.504 2.892
H: -10.101 4.915 2.984
H: -8.812 5.680 0.992
H: -10.364 4.877 0.668
H: -8.032 4.013 -0.534
H: -9.325 2.895 -0.127
C: -3.451 -0.865 -2.691
C: -3.775 -2.097 -2.136
C: -2.851 -2.759 -1.352
C: -1.599 -2.179 -1.148
N: -1.299 -0.994 -1.687
C: -2.201 -0.344 -2.423
C: -0.544 -2.734 -0.284
C: -0.557 -4.066 0.116
C: 0.414 -4.546 0.978
C: 1.379 -3.673 1.456
C: 1.403 -2.345 1.043
C: 0.468 -1.851 0.138
H: -4.148 -0.319 -3.312
H: -4.751 -2.535 -2.305
H: -3.090 -3.703 -0.884
H: -1.880 0.619 -2.804
H: -1.327 -4.735 -0.251
H: 0.413 -5.584 1.281
H: 2.131 -4.030 2.150
H: 2.156 -1.693 1.454
C: 4.872 1.595 1.594
N: 3.828 2.568 1.277
C: 4.180 3.256 0.030
N: 4.464 2.355 -1.091
C: 5.491 1.403 -0.687
N: 5.159 0.638 0.516
C: 4.047 -0.286 0.282
P: 2.527 0.641 -0.214
C: 2.530 1.896 1.136
C: 3.261 1.669 -1.559
H: 4.588 1.043 2.493
H: 5.796 2.137 1.800
H: 5.076 3.851 0.214
H: 3.360 3.918 -0.252
H: 6.407 1.959 -0.479
H: 5.684 0.712 -1.509
H: 3.865 -0.875 1.179
H: 4.312 -0.983 -0.516
H: 2.268 1.392 2.069
H: 1.753 2.633 0.922
H: 2.499 2.374 -1.891
H: 3.517 1.018 -2.399

Calculated values
HOMO energy	-9.38	eV
lowest unoccupied orbital energy	-3.286	eV
ΔE to the lowest compared entry with this formula, charge and spin	0.0	kcal per mole
total charge	+1
maximum force	1.1	eV Å⁻¹

***

Record 5
C34H73N3O8 | wB97M-V/def2-TZVPD

Element x y z (Å)
C: 8.440 -0.653 1.489
C: 7.399 -1.086 0.332
C: 7.673 -0.425 -1.115
C: 8.147 1.118 -1.083
C: 7.209 2.098 -0.211
C: 5.622 1.855 -0.396
C: 4.886 2.776 0.744
C: 3.694 3.701 0.101
C: 2.592 2.672 -0.474
C: 1.070 3.221 -0.433
C: 0.304 2.899 0.971
C: 0.086 1.301 1.057
C: -1.445 0.827 1.206
C: -1.964 1.110 2.722
N: -2.487 1.224 3.819
C: -1.630 -0.782 0.950
C: -0.972 -1.283 -0.441
C: -1.471 -2.740 -0.931
C: -2.248 -2.566 -2.361
O: -3.672 -2.677 -2.100
C: -4.226 -1.428 -1.598
C: -2.495 1.570 0.227
C: -3.272 2.819 0.938
N: -3.658 3.807 1.543
N: -1.938 1.968 -1.114
C: -2.735 2.934 -1.560
O: -3.444 3.860 -2.018
H: 7.916 0.070 2.210
H: 8.699 -1.604 2.088
H: 9.384 -0.162 1.053
H: 7.528 -2.237 0.195
H: 6.305 -0.937 0.674
H: 8.507 -1.019 -1.665
H: 6.696 -0.491 -1.722
H: 9.239 1.123 -0.694
H: 8.137 1.487 -2.185
H: 7.406 3.200 -0.537
H: 7.433 2.004 0.920
H: 5.321 0.739 -0.284
H: 5.215 2.180 -1.432
H: 4.422 2.010 1.489
H: 5.642 3.416 1.337
H: 3.285 4.474 0.850
H: 4.215 4.286 -0.763
H: 2.718 1.684 0.132
H: 2.833 2.387 -1.577
H: 1.014 4.358 -0.685
H: 0.526 2.702 -1.326
H: 1.064 3.205 1.812
H: -0.637 3.533 1.137
H: 0.629 0.949 2.027
H: 0.662 0.826 0.187
H: -2.725 -1.118 1.042
H: -1.052 -1.337 1.797
H: 0.174 -1.361 -0.240
H: -1.065 -0.473 -1.272
H: -2.114 -3.237 -0.122
H: -0.509 -3.360 -1.149
H: -2.057 -1.541 -2.855
H: -1.832 -3.364 -3.081
H: -5.211 -1.236 -2.184
H: -3.523 -0.524 -1.685
H: -4.445 -1.606 -0.467
H: -3.340 0.796 0.009
C: -5.017 -2.321 3.866
C: -4.967 -2.538 2.368
O: -3.961 -3.492 2.048
H: -4.049 -1.970 4.236
H: -5.782 -1.587 4.129
H: -5.235 -3.259 4.386
H: -4.727 -1.605 1.853
H: -5.928 -2.902 1.992
H: -4.187 -4.317 2.500
C: -7.297 3.149 -0.740
C: -7.514 1.653 -0.639
O: -6.296 1.003 -0.294
H: -6.536 3.377 -1.492
H: -8.224 3.661 -1.010
H: -6.936 3.553 0.211
H: -7.853 1.250 -1.596
H: -8.265 1.417 0.121
H: -6.007 1.360 0.559
C: -0.756 5.090 4.685
C: 0.719 4.759 4.574
O: 1.099 4.671 3.205
H: -1.360 4.326 4.187
H: -1.064 5.156 5.731
H: -0.978 6.042 4.192
H: 0.932 3.798 5.047
H: 1.329 5.527 5.060
H: 0.915 5.528 2.796
C: 11.009 -3.903 -3.414
C: 11.378 -2.850 -2.388
O: 10.560 -2.984 -1.232
H: 9.957 -3.809 -3.699
H: 11.627 -3.808 -4.310
H: 11.139 -4.908 -3.002
H: 11.225 -1.848 -2.796
H: 12.426 -2.946 -2.089
H: 10.706 -3.870 -0.872
C: -9.455 -2.015 3.303
C: -8.994 -3.058 2.304
O: -8.296 -4.099 2.974
H: -8.600 -1.596 3.841
H: -9.990 -1.204 2.803
H: -10.114 -2.463 4.053
H: -8.319 -2.612 1.570
H: -9.846 -3.492 1.770
H: -8.904 -4.493 3.615
C: -3.719 -3.559 -6.147
C: -2.338 -3.378 -6.746
O: -1.404 -4.225 -6.087
H: -3.707 -3.328 -5.078
H: -4.446 -2.909 -6.641
H: -4.051 -4.597 -6.245
H: -2.002 -2.345 -6.626
H: -2.340 -3.619 -7.813
H: -1.704 -5.137 -6.205

Calculated values
HOMO energy	-9.37	eV
SMILES	CCCCCCCCCCCC[C@](C#N)(CCCCOC)[C@@H](C#N)N=C=O.CCO.CCO.CCO.CCO.CCO.CCO
lowest unoccupied orbital energy	0.248	eV
maximum force	8.1	eV Å⁻¹

***

Record 6
C6H14F2P2 | wB97M-V/def2-TZVPD

Element x y z (Å)
C: 0.741 1.254 2.924
C: -0.293 2.415 0.498
C: 1.113 -1.977 -0.667
C: 0.252 -0.992 -3.222
C: -0.910 -0.179 1.227
C: -1.154 -0.655 -0.768
F: -1.960 0.286 -1.276
F: -1.678 -1.901 -0.908
P: 0.609 0.882 1.089
P: 0.577 -0.400 -1.406
H: 0.113 2.068 3.411
H: 1.837 1.484 3.139
H: 0.618 0.363 3.420
H: 0.019 3.178 1.120
H: -1.262 2.227 0.783
H: -0.276 2.808 -0.579
H: 1.138 -1.717 0.293
H: 2.223 -2.291 -0.978
H: 0.336 -2.845 -0.858
H: 0.756 -1.960 -3.370
H: 0.728 -0.202 -3.782
H: -0.832 -1.050 -3.333
H: -1.676 0.419 1.663
H: -1.020 -1.215 1.582

Calculated values
HOMO energy	-7.99	eV
lowest unoccupied orbital energy	0.897	eV
maximum force	5.4	eV Å⁻¹

***

Record 7
C6H12O | wB97M-V/def2-TZVPD

Element x y z (Å)
C: -1.663 1.717 -0.147
C: -0.675 0.645 -0.488
C: -1.126 -0.621 -1.131
O: 0.626 1.025 -0.389
C: 1.017 -0.091 0.281
C: 0.429 -0.529 1.578
C: 2.272 -0.713 -0.244
H: -1.132 2.671 -0.063
H: -2.198 1.558 0.800
H: -2.424 1.803 -0.938
H: -1.499 -1.357 -0.392
H: -0.304 -1.107 -1.668
H: -1.955 -0.443 -1.833
H: -0.207 -1.430 1.472
H: 1.220 -0.795 2.295
H: -0.211 0.251 2.008
H: 2.799 0.036 -0.849
H: 2.121 -1.595 -0.885
H: 2.911 -1.025 0.593

Calculated values
HOMO energy (alpha / beta)	-6.74 / -6.74	eV
lowest unoccupied orbital energy (alpha / beta)	0.964 / 0.964	eV
ΔE to the lowest compared entry with this formula, charge and spin	86.9	kcal per mole
maximum force	1.3	eV Å⁻¹